1.
Molecular formula: C4H15N2O
Method: DFT, the ωB97M-V functional and the def2-TZVPD basis

Properties
⟨S²⟩: 0.750
2S+1: 2
LUMO level (alpha / beta), eV: 0.82 / 0.61
Total charge: 0
Calculated total energy, Eh: -345.97867
Strongest force on any atom, eV/A: 2.8
HOMO level (alpha / beta), eV: -2.6 / -9.2
Energy above the lowest of the compared OMol25 structures with the same formula, charge and spin, kJ/mol: 253.5
Orbital gap (alpha / beta), eV: 3.47 / 9.80

Element x y z (Å)
C -0.99507 0.92085 -0.71650
N -0.54317 1.28153 0.60483
C 0.04569 2.60797 0.79379
C 0.02731 -0.14385 -1.28735
N 0.67760 -0.90842 -0.21025
C 1.72259 -1.89841 -0.67246
H -2.03530 0.58387 -0.71029
H -0.99510 1.68484 -1.51770
H -1.25553 1.06969 1.29612
H 0.47442 3.01121 -0.11076
H -0.55974 3.30648 1.32831
H 0.90134 2.42315 1.50156
H -0.37194 -0.75021 -2.11688
H 0.68918 0.37215 -1.99026
H -0.00168 -1.48207 0.33503
H 1.15318 -0.23590 0.40466
H 1.79516 -1.97055 -1.75717
H 2.75159 -1.67586 -0.29329
H 1.46698 -2.88908 -0.26109
H -1.49547 -1.23600 2.39962
H -1.95187 -2.46463 1.48190
O -1.50017 -1.60677 1.49817



2.
Molecular formula: C25H54AlN4O33S
Method: DFT, the ωB97M-V functional and the def2-TZVPD basis

Properties
LUMO level, eV: -10.11
Total charge: +1
Calculated total energy, Eh: -4326.53462
Strongest force on any atom, eV/A: 5.0
HOMO level, eV: -12.2
Energy above the lowest of the compared OMol25 structures with the same formula, charge and spin, kJ/mol: 339.2
Orbital gap, eV: 2.10

Element x y z (Å)
Al 14.45290 -7.65649 -15.33987
S 14.38849 -7.23010 -10.79036
O 13.85850 -8.42511 -11.42698
O 13.82037 -6.05011 -11.45484
O 14.23110 -7.18744 -9.36017
O 15.73104 -7.23090 -11.31352
C 20.02735 -5.38403 -8.31421
O 21.19552 -4.80513 -8.86695
C 22.38380 -4.71042 -8.24242
O 22.65128 -5.14682 -7.10873
O 23.19328 -3.98395 -8.97423
C 24.43958 -3.57509 -8.44903
H 19.66224 -6.16924 -8.97620
H 19.21183 -4.67198 -8.18757
H 20.21572 -5.75560 -7.30696
H 24.39751 -2.72757 -7.76489
H 25.06568 -3.23853 -9.27536
H 24.89564 -4.40255 -7.90551
C 10.02042 -3.03824 -12.77680
O 9.71677 -2.58803 -14.13799
C 10.10795 -3.38169 -15.12333
O 10.88167 -4.36901 -15.10148
O 9.45151 -2.95213 -16.29882
C 9.61551 -3.55507 -17.55730
H 9.56349 -2.37647 -12.04103
H 11.07908 -3.07826 -12.52040
H 9.52281 -3.99354 -12.60983
H 9.25140 -2.86790 -18.32106
H 9.26023 -4.58350 -17.49250
H 10.68002 -3.62408 -17.78127
C 17.84277 -11.39670 -9.12236
O 18.97412 -11.60590 -8.26796
C 20.04080 -12.25480 -8.76420
O 20.22066 -12.70922 -9.87419
O 20.91333 -12.34921 -7.74905
C 22.18873 -12.94236 -7.91307
H 18.16778 -10.69018 -9.88610
H 17.21350 -10.81346 -8.45009
H 17.38215 -12.29772 -9.52744
H 22.85049 -12.18735 -8.33750
H 22.43134 -13.71932 -8.63804
H 22.59461 -13.35607 -6.98992
C 8.02435 -8.83819 -17.06117
O 7.71364 -9.31698 -15.75406
C 8.61084 -9.22577 -14.80198
O 9.79243 -8.92240 -15.00338
O 7.96909 -9.40594 -13.62929
C 8.78844 -9.37421 -12.48205
H 9.07575 -8.96158 -17.32084
H 7.78035 -7.78281 -17.18261
H 7.34432 -9.30124 -17.77620
H 9.68885 -9.98780 -12.45193
H 8.26603 -9.62747 -11.55952
H 9.06957 -8.32139 -12.45682
C 14.05262 -0.39458 -16.19100
O 14.89239 -0.45218 -15.08051
C 15.29103 -1.53730 -14.51953
O 15.01665 -2.68023 -14.90412
O 15.97795 -1.21294 -13.39483
C 16.41352 -2.22700 -12.56917
H 14.48102 0.32568 -16.88798
H 13.00814 -0.13555 -16.01753
H 14.01148 -1.33264 -16.74458
H 15.53251 -2.72621 -12.16578
H 17.01037 -1.81618 -11.75487
H 17.11734 -2.88413 -13.07997
C 13.01803 -13.57151 -12.83273
O 13.34395 -14.23504 -14.06782
C 13.52436 -13.53650 -15.14573
O 13.63599 -12.29576 -15.15279
O 13.62967 -14.28087 -16.27421
C 13.68081 -13.58493 -17.55172
H 13.87189 -12.94700 -12.57004
H 12.72913 -14.27319 -12.05025
H 12.08759 -13.00380 -12.84254
H 13.59864 -14.28540 -18.38279
H 14.57711 -12.96599 -17.59235
H 12.92647 -12.80067 -17.61492
C 19.36929 -4.09012 -17.47029
O 19.86465 -4.31393 -16.25108
C 19.66599 -5.43022 -15.62784
O 18.86640 -6.36166 -15.98413
O 20.39395 -5.45169 -14.48552
C 20.49241 -6.67017 -13.74122
H 18.28298 -4.00063 -17.47198
H 19.52051 -4.89003 -18.19512
H 19.73662 -3.15554 -17.89425
H 20.73302 -7.56687 -14.31230
H 19.55124 -6.94608 -13.26565
H 21.30085 -6.65766 -13.01021
C 11.32224 -10.73581 -6.86438
N 10.42961 -11.88055 -6.83139
O 9.22304 -11.65410 -6.58697
O 10.94514 -12.97117 -6.98208
H 11.44240 -10.44197 -7.90713
H 12.25390 -11.15890 -6.48871
H 10.88695 -9.95933 -6.23533
C 13.89627 -1.68049 -7.89927
N 13.39839 -0.72308 -6.86939
O 12.44445 0.01919 -7.19647
O 13.81233 -0.82995 -5.71273
H 13.43982 -2.66529 -7.79965
H 14.95529 -1.70541 -7.64242
H 13.64372 -1.28967 -8.88495
C 9.89693 -5.37786 -7.65382
N 8.58123 -6.03017 -7.93926
O 8.45416 -7.02634 -7.31847
O 7.81126 -5.55122 -8.74644
H 10.41701 -5.15499 -8.58545
H 10.47247 -5.97827 -6.94930
H 9.76122 -4.43930 -7.11644
C 14.72989 -5.40136 -3.77146
N 15.71762 -5.87907 -2.80482
O 16.01604 -5.06169 -1.90359
O 16.19856 -7.02058 -2.95902
H 15.21677 -5.64050 -4.71689
H 14.37482 -4.37759 -3.65355
H 13.86685 -6.02015 -3.52576



3.
Molecular formula: C4H8N2O
Method: DFT, the ωB97M-V functional and the def2-TZVPD basis

Properties
LUMO level, eV: 0.72
Total charge: 0
Calculated total energy, Eh: -341.95428
Strongest force on any atom, eV/A: 2.4
SMILES string: Cc1cnc[nH]1.O
HOMO level, eV: -8.6
Energy above the lowest of the compared OMol25 structures with the same formula, charge and spin, kJ/mol: 129.6
Orbital gap, eV: 9.36

Element x y z (Å)
C 0.82275 1.07551 0.88245
C -0.31771 0.46646 0.20133
C -0.83125 0.58914 -1.06785
N -1.98384 -0.14216 -1.24201
C -2.07180 -0.83288 -0.11622
N -1.14609 -0.47363 0.80453
H 1.33520 0.46338 1.63582
H 1.64840 1.33164 0.20201
H 0.54571 1.95992 1.45880
H -0.51196 1.38547 -1.72295
H -3.06691 -1.18278 0.14655
H -1.16756 -0.87524 1.72220
H 2.58505 -1.67395 -1.51633
H 1.67847 -1.15694 -0.46641
O 2.48153 -0.93394 -0.92192



4.
Molecular formula: C4H12NO
Method: DFT, the ωB97M-V functional and the def2-TZVPD basis

Properties
⟨S²⟩: 0.753
2S+1: 2
LUMO level (alpha / beta), eV: -9.48 / -12.66
Total charge: +2
Calculated total energy, Eh: -288.85362
Strongest force on any atom, eV/A: 0.7
HOMO level (alpha / beta), eV: -19.6 / -19.6
Energy above the lowest of the compared OMol25 structures with the same formula, charge and spin, kJ/mol: 14.1
Orbital gap (alpha / beta), eV: 10.07 / 6.89

Element x y z (Å)
C -0.91557 -0.30161 -1.20487
C 0.47436 -0.76853 -0.80923
C 1.53221 0.23403 -0.62116
C 2.83233 -0.13470 -0.24415
N -1.66788 0.46997 -0.14078
H -0.89636 0.28677 -2.11566
H -1.52695 -1.17339 -1.44363
H 0.47081 -1.40842 0.08396
H 0.78806 -1.53052 -1.54147
H 1.29198 1.28274 -0.81892
H 3.65807 0.52770 -0.48189
H 3.00367 -1.08272 0.24421
H -2.39095 -0.12341 0.26959
H -1.07974 0.82668 0.62751
H -2.17206 1.25531 -0.56492
H -0.34892 0.47830 3.03944
H -1.86194 0.74805 3.16523
O -1.19112 0.41376 2.55676



5.
Molecular formula: C12H26MnN6O6
Method: DFT, the ωB97M-V functional and the def2-TZVPD basis

Properties
⟨S²⟩: 6.336
2S+1: 5
LUMO level (alpha / beta), eV: -4.25 / -4.93
Total charge: +1
Calculated total energy, Eh: -2403.37856
Strongest force on any atom, eV/A: 4.7
HOMO level (alpha / beta), eV: -10.9 / -11.1
Orbital gap (alpha / beta), eV: 6.63 / 6.16

Element x y z (Å)
O 0.02688 0.17207 -4.77803
H -0.45471 -0.03307 -5.59338
Mn 0.38206 -0.21126 0.42474
N 0.12998 1.57198 1.10923
N 1.47782 0.72384 -0.79575
N -1.12942 -0.99816 1.24471
N 0.10846 -1.66467 -0.72869
O -0.77089 1.88555 2.00030
O -1.77951 -0.41992 2.29421
O 0.67151 -1.82931 -1.92852
O 1.93599 0.30486 -1.93547
C 1.85847 1.95734 -0.34900
C 1.15095 2.41533 0.80086
C -1.37341 -2.28802 0.93057
C -0.67858 -2.66292 -0.26202
C 1.50712 3.59274 1.63075
H 1.83138 3.29754 2.63898
H 0.66492 4.28463 1.73662
H 2.34160 4.13155 1.17303
C 2.93797 2.63618 -1.08355
H 2.63393 2.84794 -2.11657
H 3.83686 2.00854 -1.13059
H 3.19952 3.57702 -0.60044
C -2.14858 -3.24728 1.74882
C -0.77260 -3.96390 -0.95720
H -2.77972 -2.73499 2.47885
H -1.46610 -3.92826 2.28304
H -2.77102 -3.86074 1.08502
H -0.04420 -4.01635 -1.77078
H -1.77519 -4.10468 -1.37770
H -0.58563 -4.79818 -0.27277
H -1.47499 0.58671 2.21094
H 1.27262 -0.95699 -2.03435
C -0.91192 0.74709 -3.87221
H -0.35149 1.42937 -3.22972
H -1.36861 -0.03460 -3.25444
H -1.69885 1.31223 -4.39713
O -2.30836 1.33188 -0.65964
H -3.09375 0.78893 -0.47120
H -2.16007 1.83804 0.16340
C 0.45835 1.12718 5.16554
N 0.64306 -0.23549 4.63799
C -0.05146 -1.31205 5.36005
C 1.01829 -0.40136 3.40973
N 1.37217 -0.55083 2.28971
H 0.19869 1.03238 6.22057
H -0.35486 1.65290 4.64394
H 1.38402 1.70750 5.04905
H -1.04330 -1.50936 4.92193
H 0.54401 -2.23502 5.33526
H -0.18510 -0.97183 6.39014



6.
Molecular formula: CH4IOP
Method: DFT, the ωB97M-V functional and the def2-TZVPD basis

Properties
LUMO level (alpha / beta), eV: -1.16 / -1.16
Total charge: 0
Calculated total energy, Eh: -754.68830
Strongest force on any atom, eV/A: 4.0
HOMO level (alpha / beta), eV: -8.3 / -8.3
Energy above the lowest of the compared OMol25 structures with the same formula, charge and spin, kJ/mol: 247.2
Orbital gap (alpha / beta), eV: 7.13 / 7.13

Element x y z (Å)
C 0.14072 -1.01723 0.02295
O -0.30419 -0.02447 -0.56127
P -0.34163 1.56507 -0.01055
I 3.08578 -0.41594 -0.09383
H 0.15894 -2.01223 -0.46742
H 0.02907 -1.16269 1.03887
H -1.30652 1.79063 -0.83423
H -1.46217 1.27688 0.90548



Q: Among the records above, which one has the lowest calculated total energy?
A: C25H54AlN4O33S



Q: Which of these has the highest strongest force on any atom?
A: C25H54AlN4O33S



Q: The lowest calculated total energy belongs to which entry?
A: C25H54AlN4O33S



Q: What is the total charge in the fourth record?
A: +2